The following is a DFT calculation (wB97M-V/def2-TZVPD) of C18H25N3OS as an isolated structure in a non-equilibrium geometry.

## Properties
spin multiplicity = 1
frontier orbital gap = 8.80 eV
electronic energy = -36412.0588 eV
relative energy (zero: lowest compared OMol25 entry of this formula, charge and spin) = 329.9 kcal per mole
net charge = 0

Each line ends with the Löwdin charge.
Cartesian coordinates (Å):
C -4.24 -2.54 -0.95  -0.07
C -3.30 -1.54 -0.31  -0.21
C -1.94 -1.69 -0.15  -0.11
C -1.26 -0.89 0.52  -0.42
C -1.86 0.12 0.92  -0.02
C -3.29 0.46 0.95  -0.21
C -4.10 -0.50 0.37  0.00
H -5.08 -0.15 -0.07  0.13
C -3.92 1.82 1.35  -0.06
H -4.60 1.50 2.16  0.08
H -4.38 2.57 0.66  0.09
H -3.23 2.52 1.84  0.06
H -1.25 0.82 1.50  0.14
N 0.08 -0.97 0.82  0.16
C 0.97 -1.64 -0.16  -0.76
N 2.16 -1.82 0.60  -0.11
C 3.40 -2.10 -0.36  -0.01
C 4.22 -0.73 -0.30  -0.08
H 5.23 -0.73 0.20  0.12
C 3.44 0.57 0.30  -0.28
N 2.28 0.77 -0.77  0.08
C 1.25 1.80 -0.29  -0.48
O 1.37 2.55 0.59  0.13
C 0.24 1.79 -1.31  -0.21
C -0.95 2.68 -1.43  -0.16
C 0.11 3.08 -2.17  -0.09
H 0.64 3.72 -1.85  0.00
H -0.17 3.21 -3.24  0.15
H -1.08 2.94 -0.11  0.20
H -1.85 2.07 -1.47  0.10
H 0.23 0.95 -2.14  0.16
H 2.22 0.19 -1.64  0.11
C 3.08 0.26 1.65  -0.11
C 2.62 -1.39 1.74  -0.18
H 1.82 -1.48 2.51  0.14
H 3.54 -1.66 2.11  0.10
H 3.92 0.43 2.12  0.04
H 2.24 0.92 2.17  0.15
H 4.09 1.46 0.20  0.14
H 4.50 -0.32 -1.29  0.10
H 3.07 -2.21 -1.25  0.00
H 3.80 -2.74 0.15  0.02
S 0.52 -2.15 -1.55  0.86
H 0.37 -0.59 1.54  0.00
H -1.77 -2.63 -0.58  0.08
H -5.12 -2.20 -1.28  0.01
H -3.72 -2.95 -1.92  0.11
H -4.30 -3.58 -0.38  0.12

---

The following is a DFT calculation (wB97M-V/def2-TZVPD) of C18H25N4O2S5V as an isolated structure.

## Properties
spin multiplicity = 3
frontier orbital gap (alpha / beta) = 7.39 / 7.70 eV
electronic energy = -108975.8215 eV
relative energy (zero: lowest compared OMol25 entry of this formula, charge and spin) = 84.4 kcal per mole
net charge = +2

Each line ends with the Löwdin charge.
Cartesian coordinates (Å):
V -1.01 -0.34 -0.38  0.40
C -1.74 2.87 0.62  -0.46
C -3.12 2.27 0.38  -0.46
S -3.11 0.87 -0.76  0.94
C -2.66 1.65 -2.35  -0.44
C -2.87 0.70 -3.52  -0.35
S -1.94 -0.89 -3.44  1.01
C 0.34 0.75 -4.15  -0.20
C 1.45 0.70 -3.12  -0.38
S 1.07 0.71 -1.34  0.94
C 1.22 2.42 -0.79  -0.46
C 1.00 2.41 0.71  -0.47
S -0.56 1.62 1.22  0.93
H -1.81 3.65 1.38  0.10
H -1.35 3.32 -0.30  0.07
H -3.81 3.03 0.01  0.10
H -3.54 1.87 1.30  0.10
H -1.63 2.00 -2.29  0.05
H -3.32 2.51 -2.48  0.11
H -2.62 1.20 -4.46  0.10
H -3.92 0.40 -3.58  0.09
H -0.35 1.57 -3.96  0.10
H 0.83 1.01 -5.09  0.14
H 2.12 1.55 -3.27  0.10
H 2.07 -0.19 -3.26  0.08
H 0.51 3.07 -1.31  0.08
H 2.23 2.77 -1.01  0.10
H 1.01 3.42 1.12  0.11
H 1.78 1.84 1.21  0.10
N -2.83 -7.74 -0.96  0.16
C -2.31 -6.59 -0.51  -0.28
C -2.82 -5.35 -0.96  0.00
C -2.29 -4.17 -0.51  -0.05
C -1.24 -4.20 0.42  -0.33
C -0.71 -5.42 0.88  -0.03
C -1.24 -6.59 0.41  0.00
S -0.57 -2.76 1.03  0.73
O 0.17 -2.95 2.22  -0.20
O -1.61 -1.68 1.03  -0.40
N 0.46 -2.04 -0.10  -0.09
C 0.68 -2.40 -1.29  -0.25
N -1.42 -1.06 -1.99  -0.55
C -0.47 -0.53 -4.47  -0.42
C 0.33 -1.82 -4.61  -0.06
C 0.92 -2.66 -3.77  -0.07
N 1.03 -2.60 -2.38  0.21
H -3.63 -7.75 -1.56  0.12
H -2.51 -8.63 -0.60  0.12
H -3.64 -5.34 -1.66  0.12
H -2.70 -3.23 -0.84  0.10
H 0.09 -5.42 1.60  0.13
H -0.85 -7.54 0.77  0.13
H -0.93 -0.36 -5.44  0.12
H 0.44 -2.13 -5.64  0.13
H 1.44 -3.52 -4.18  0.13

---

The following is a DFT calculation (wB97M-V/def2-TZVPD) of C18H25N5O4PPtTe as an isolated structure.

## Properties
spin multiplicity = 1
frontier orbital gap = 7.27 eV
electronic energy = -54519.0716 eV
net charge = +3

Each line ends with the Löwdin charge.
Cartesian coordinates (Å):
Pt 0.26 -0.02 0.10  1.23
N -0.51 -0.62 1.91  -0.02
C -1.09 -1.97 1.83  -0.23
C -1.31 -2.75 2.93  0.03
C -2.01 -3.97 2.76  -0.01
C -2.48 -4.35 1.54  0.03
C -2.23 -3.55 0.39  -0.12
C -2.66 -3.88 -0.92  0.06
C -2.32 -3.06 -1.97  0.01
C -1.54 -1.92 -1.73  -0.06
N -1.14 -1.58 -0.52  -0.02
C -1.50 -2.36 0.55  -0.18
H 0.14 -0.51 2.69  0.12
H -1.26 0.06 2.04  0.11
H -1.00 -2.44 3.92  0.14
H -2.19 -4.59 3.63  0.13
H -3.04 -5.26 1.42  0.14
H -3.24 -4.78 -1.08  0.15
H -2.64 -3.29 -2.98  0.13
H -1.24 -1.27 -2.54  0.14
C -1.53 2.86 3.74  -0.06
C -1.08 3.98 2.84  -0.19
O -1.31 3.64 1.42  -0.21
P -0.57 2.78 0.39  0.21
O -1.18 1.36 0.22  -0.47
Te 1.64 2.01 1.11  0.90
O -0.65 3.47 -0.98  -0.22
C -0.31 4.91 -1.21  -0.19
C -0.52 5.19 -2.66  -0.05
H -1.42 3.18 4.78  0.11
H -0.92 1.97 3.60  0.05
H -2.59 2.63 3.57  0.10
H -0.03 4.22 2.95  0.11
H -1.67 4.88 2.98  0.14
H 0.73 5.04 -0.90  0.12
H -0.97 5.48 -0.56  0.13
H 0.00 4.46 -3.28  0.09
H -0.12 6.18 -2.89  0.10
H -1.58 5.19 -2.92  0.10
C 3.21 0.31 -3.61  0.07
N 3.05 -0.59 -2.45  0.00
C 3.88 -1.67 -2.22  0.05
C 3.69 -2.52 -1.19  0.06
C 2.61 -2.29 -0.28  -0.29
N 1.86 -1.19 -0.51  0.02
C 2.05 -0.40 -1.59  -0.51
O 1.17 0.52 -1.67  -0.14
N 2.34 -3.09 0.73  0.25
H 4.13 0.05 -4.12  0.11
H 3.26 1.34 -3.26  0.12
H 2.36 0.19 -4.28  0.12
H 4.68 -1.79 -2.93  0.16
H 4.36 -3.36 -1.05  0.14
H 2.91 -3.90 0.91  0.15
H 1.55 -2.92 1.34  0.12

---

The following is a DFT calculation (wB97M-V/def2-TZVPD) of C18H25N8PdS2Te as an isolated structure.

## Properties
spin multiplicity = 1
frontier orbital gap = 5.59 eV
electronic energy = -63409.2209 eV
relative energy (zero: lowest compared OMol25 entry of this formula, charge and spin) = 0.0 kcal per mole
net charge = +3

Each line ends with the Löwdin charge.
Cartesian coordinates (Å):
Pd 0.65 -0.75 -0.43  0.82
C 3.13 2.74 0.08  0.03
C 2.25 1.64 -0.44  -0.19
N 1.51 0.91 0.32  -0.07
N 1.48 1.12 1.69  0.06
C 0.74 0.29 2.44  -0.71
N 0.70 0.46 3.75  0.19
S -0.17 -0.99 1.71  0.58
C 2.15 1.30 -1.87  -0.20
C 2.71 2.12 -2.83  0.04
C 2.55 1.80 -4.18  0.03
C 1.82 0.68 -4.51  0.02
C 1.29 -0.09 -3.48  -0.07
N 1.44 0.18 -2.19  0.02
H 3.62 2.44 1.01  0.10
H 2.54 3.64 0.26  0.13
H 3.92 2.98 -0.62  0.10
H 2.00 1.89 2.07  0.17
H 1.23 1.18 4.23  0.16
H 0.22 -0.21 4.32  0.14
H 3.27 3.00 -2.56  0.13
H 2.99 2.43 -4.95  0.14
H 1.66 0.39 -5.54  0.14
H 0.71 -0.97 -3.74  0.09
Te -2.54 0.49 1.24  1.21
C -4.14 0.62 2.37  -1.06
C -5.27 -0.26 2.29  -0.18
C -6.29 0.10 3.14  -0.10
C -5.96 1.25 3.87  -0.30
S -4.44 1.87 3.56  1.04
H -5.28 -1.12 1.63  0.12
H -7.23 -0.41 3.24  0.14
H -6.60 1.74 4.60  0.11
C -1.42 -2.95 -0.56  -0.21
N -1.78 -4.30 -0.88  -0.07
C -1.69 -4.50 -2.33  -0.12
N -0.32 -4.26 -2.79  -0.07
C 0.05 -2.92 -2.48  -0.19
N 0.00 -2.63 -0.99  -0.21
C 0.91 -3.67 -0.33  -0.17
N 0.51 -5.00 -0.66  -0.07
C -0.86 -5.22 -0.21  -0.12
C 0.58 -5.19 -2.11  -0.12
H -1.48 -2.81 0.52  0.07
H -2.08 -2.24 -1.07  0.12
H -2.38 -3.82 -2.84  0.14
H -1.98 -5.52 -2.56  0.15
H -0.64 -2.23 -2.96  0.13
H 1.08 -2.74 -2.81  0.12
H 0.86 -3.51 0.75  0.10
H 1.93 -3.48 -0.68  0.14
H -0.92 -5.08 0.87  0.14
H -1.15 -6.25 -0.44  0.15
H 0.30 -6.22 -2.35  0.15
H 1.61 -5.03 -2.45  0.14

---

The following is a DFT calculation (wB97M-V/def2-TZVPD) of one molecule with the formula C18H25NO5.

## Properties
spin multiplicity = 1
frontier orbital gap = 9.69 eV
electronic energy = -30800.9808 eV
relative energy (zero: lowest compared OMol25 entry of this formula, charge and spin) = 14.1 kcal per mole
structure (SMILES) = CCOC(=O)CC(=O)N[C@@H](CC(=O)OC)c1ccc(C(C)C)cc1
net charge = 0

Each line ends with the Löwdin charge.
Cartesian coordinates (Å):
C 5.04 -1.71 -2.36  -0.06
C 4.71 -0.50 -1.50  -0.21
H 3.79 -0.02 -1.85  0.11
H 5.53 0.22 -1.51  0.13
O 4.54 -0.84 -0.13  0.02
C 3.37 -1.34 0.23  -0.51
O 2.46 -1.59 -0.53  0.10
C 3.28 -1.52 1.73  0.03
H 2.84 -2.50 1.95  0.14
H 4.26 -1.44 2.19  0.13
C 2.36 -0.44 2.32  -0.48
O 2.66 0.20 3.30  0.08
N 1.18 -0.33 1.67  0.10
H 1.10 -0.77 0.76  0.13
C 0.26 0.75 1.96  -0.23
C -1.05 0.47 1.27  -0.16
C -1.75 1.41 0.53  -0.01
C -2.95 1.07 -0.08  -0.02
C -3.48 -0.20 0.03  -0.22
C -2.78 -1.14 0.78  -0.02
C -1.59 -0.81 1.39  -0.02
H -1.06 -1.55 1.97  0.12
H -3.17 -2.14 0.89  0.11
C -4.79 -0.55 -0.64  -0.39
C -4.59 -1.66 -1.68  -0.07
H -5.52 -1.86 -2.20  0.08
H -4.26 -2.58 -1.20  0.07
H -3.84 -1.37 -2.41  0.08
C -5.84 -0.96 0.39  -0.07
H -6.79 -1.15 -0.09  0.08
H -5.97 -0.17 1.13  0.08
H -5.54 -1.86 0.92  0.07
H -5.15 0.34 -1.17  0.13
H -3.47 1.82 -0.65  0.11
H -1.38 2.41 0.41  0.10
H 0.10 0.75 3.05  0.16
C 0.91 2.11 1.63  -0.02
C 1.37 2.18 0.19  -0.48
O 2.18 1.45 -0.32  0.13
O 0.78 3.19 -0.46  -0.05
C 1.15 3.35 -1.83  -0.04
H 0.59 4.21 -2.19  0.09
H 0.88 2.45 -2.39  0.10
H 2.22 3.51 -1.92  0.10
H 1.80 2.20 2.27  0.13
H 0.23 2.93 1.84  0.13
H 4.20 -2.41 -2.35  0.07
H 5.92 -2.21 -1.97  0.08
H 5.22 -1.40 -3.38  0.08